w) {"formula": "C3H4NO3", "method": "ωB97M-V/def2-TZVPD", "symbols": ["C", "C", "C", "N", "O", "O", "O", "H", "H", "H", "H"], "xyz": [[-2.732, 0.093, 0.150], [-1.426, -0.587, -0.388], [2.487, 0.385, 0.253], [1.892, -0.834, -0.123], [-3.088, 0.983, -0.611], [-3.175, -0.497, 1.121], [-0.305, -0.191, -0.238], [-1.620, -1.510, -0.999], [2.551, 0.352, 1.414], [3.485, 0.534, -0.266], [1.931, 1.271, -0.314]], "multiplicity": 1, "homo_energy_ha": [-0.136, -0.135], "molar_mass_g_mol": 102.1, "total_charge": -1, "homo_lumo_gap_ha": [0.258, 0.257]}

=====

x) {"formula": "C3H4NO3", "method": "ωB97M-V/def2-TZVPD", "symbols": ["C", "C", "C", "N", "O", "O", "O", "H", "H", "H", "H"], "xyz": [[-1.828, 0.149, 0.107], [-0.984, 1.239, -0.785], [1.669, -0.928, 0.512], [2.123, -0.165, -0.520], [-2.694, -0.327, -0.602], [-1.493, 0.123, 1.270], [-1.434, 2.242, -1.282], [0.059, 0.847, -0.963], [1.604, -2.035, 0.219], [2.262, -0.621, 1.366], [0.716, -0.524, 0.680]], "multiplicity": 1, "homo_energy_ha": [-0.129, -0.129], "molar_mass_g_mol": 102.1, "total_charge": -1, "homo_lumo_gap_ha": [0.233, 0.235]}

=====

x) takes first place; second place is 0.0118 hartree up.

=====

w) {"formula": "C6H12N2O", "method": "ωB97M-V/def2-TZVPD", "symbols": ["C", "N", "C", "C", "N", "H", "H", "H", "H", "H", "H", "C", "C", "O", "C", "H", "H", "H", "H", "H", "H"], "xyz": [[3.068, 1.449, 1.004], [2.578, 0.471, 0.052], [1.598, -0.505, 0.343], [1.002, -1.405, -0.469], [0.210, -1.822, -1.310], [4.173, 1.282, 1.087], [2.893, 2.560, 0.829], [2.653, 1.272, 2.006], [2.649, 0.743, -0.893], [1.404, -0.424, 1.399], [0.392, -2.750, -1.616], [-1.686, 1.049, 0.610], [-1.802, -0.228, 0.718], [-2.593, -1.096, -0.021], [-2.952, -0.743, -1.347], [-2.119, 1.654, -0.209], [-0.992, 1.525, 1.344], [-1.257, -0.825, 1.482], [-3.488, -1.650, -1.580], [-2.120, -0.707, -2.163], [-3.613, 0.150, -1.267]], "multiplicity": 1, "homo_energy_ha": -0.267, "molar_mass_g_mol": 128.2, "homo_lumo_gap_ha": 0.300, "smiles": "CNC=C=N.C=COC"}

=====

x) {"formula": "C6H12N2O", "method": "ωB97M-V/def2-TZVPD", "symbols": ["C", "C", "N", "C", "C", "C", "N", "H", "H", "H", "H", "H", "H", "H", "H", "H", "H", "C", "O", "H", "H"], "xyz": [[0.161, 0.945, 0.859], [0.191, 0.949, -0.645], [-0.322, -0.391, -1.027], [-1.762, -0.359, -0.986], [-2.115, -0.221, 0.550], [-0.620, -0.328, 1.100], [0.012, -1.164, 0.091], [1.135, 0.779, 1.152], [-0.430, 1.871, 1.268], [-0.484, 1.570, -1.141], [1.100, 1.043, -1.223], [-2.275, -1.274, -1.379], [-2.143, 0.488, -1.549], [-2.604, 0.688, 0.681], [-2.751, -0.912, 0.947], [-0.635, -0.757, 2.122], [-0.398, -2.116, -0.132], [3.497, -0.225, -0.295], [3.293, 0.791, 0.309], [2.647, -0.957, -0.119], [4.502, -0.423, -0.584]], "multiplicity": 1, "homo_energy_ha": -0.317, "molar_mass_g_mol": 128.2, "homo_lumo_gap_ha": 0.355, "smiles": "C1CN2CCC1N2.C=O"}

=====

x) takes first place; second place is 0.0295 hartree up.

=====

w) {"formula": "C6H12N2O", "method": "ωB97M-V/def2-TZVPD", "symbols": ["H", "N", "C", "O", "C", "C", "N", "C", "C", "C", "H", "H", "H", "H", "H", "H", "H", "H", "H", "H", "H"], "xyz": [[1.078, -2.089, 1.706], [0.517, -1.244, 1.781], [0.734, -0.354, 0.914], [1.769, -0.254, 0.005], [2.469, -1.431, -0.327], [-0.117, 0.827, 0.692], [0.423, 2.083, 0.884], [-1.135, 0.479, -0.130], [-1.553, 1.363, -1.275], [-1.986, -0.738, 0.084], [3.064, -1.806, 0.521], [1.782, -2.217, -0.656], [3.140, -1.166, -1.135], [1.431, 2.117, 0.945], [0.010, 2.821, 0.331], [-1.798, 0.726, -2.124], [-2.437, 1.962, -1.055], [-0.751, 2.037, -1.565], [-3.020, -0.430, 0.234], [-1.963, -1.397, -0.788], [-1.655, -1.291, 0.957]], "multiplicity": 1, "homo_energy_ha": -0.278, "molar_mass_g_mol": 128.2, "homo_lumo_gap_ha": 0.309, "smiles": "[H]/N=C(\\OC)C(N)=C(C)C"}

=====

x) {"formula": "C6H12N2O", "method": "ωB97M-V/def2-TZVPD", "symbols": ["C", "N", "C", "C", "C", "O", "C", "C", "N", "H", "H", "H", "H", "H", "H", "H", "H", "H", "H", "H", "H"], "xyz": [[-0.488, -2.534, -0.906], [-0.064, -1.151, -1.203], [1.367, -0.990, -1.428], [0.555, -0.390, -0.197], [0.322, 1.194, -0.080], [-0.185, 1.766, -1.313], [0.499, 2.395, 0.814], [-0.810, 1.498, 1.092], [-0.683, 0.605, 2.210], [0.264, -3.353, -0.523], [-0.987, -3.191, -1.903], [-1.346, -2.336, -0.035], [1.833, -0.253, -2.119], [2.011, -1.933, -1.281], [0.685, -0.860, 0.866], [-0.545, 1.032, -1.735], [0.295, 3.435, 0.184], [1.320, 2.173, 1.570], [-1.860, 1.900, 0.617], [-0.727, 0.952, 3.172], [-1.456, 0.041, 2.199]], "multiplicity": 1, "homo_energy_ha": -0.290, "molar_mass_g_mol": 128.2, "homo_lumo_gap_ha": 0.326, "smiles": "CN1C[C@H]1[C@]1(O)C[C@@H]1N"}

=====

y) {"formula": "C6H12N2O", "method": "ωB97M-V/def2-TZVPD", "symbols": ["C", "N", "C", "C", "C", "H", "H", "H", "H", "H", "H", "H", "C", "C", "N", "O", "H", "H", "H", "H", "H"], "xyz": [[3.386, 1.248, 0.773], [2.401, 0.500, 0.979], [1.457, 0.187, 0.014], [0.827, 1.120, -0.697], [1.129, -1.275, -0.044], [3.642, 1.680, -0.199], [4.040, 1.477, 1.603], [1.073, 2.164, -0.597], [0.014, 0.873, -1.355], [1.022, -1.664, 0.966], [1.941, -1.818, -0.527], [0.211, -1.444, -0.599], [-2.185, -0.155, 1.068], [-2.653, 0.328, -0.259], [-2.653, -0.283, -1.362], [-2.149, -1.590, -1.361], [-2.906, 0.111, 1.839], [-1.235, 0.324, 1.308], [-2.041, -1.232, 1.048], [-3.041, 1.336, -0.328], [-2.281, -1.888, -2.271]], "multiplicity": 1, "homo_energy_ha": -0.326, "molar_mass_g_mol": 128.2, "homo_lumo_gap_ha": 0.360, "smiles": "C=NC(=C)C.C/C=N\\O"}

=====

w) takes first place; second place is 0.0530 hartree up.

=====

w) {"formula": "C6H12N2O", "method": "ωB97M-V/def2-TZVPD", "symbols": ["H", "N", "C", "N", "C", "O", "H", "H", "H", "H", "H", "C", "C", "C", "C", "H", "H", "H", "H", "H", "H"], "xyz": [[1.624, -2.245, -0.032], [1.148, -1.904, -0.861], [0.894, -0.669, -0.918], [1.110, 0.356, 0.112], [1.792, -0.094, 1.334], [1.887, 1.448, -0.413], [0.583, -0.184, -1.836], [1.990, 0.758, 1.980], [1.159, -0.840, 1.807], [2.761, -0.535, 1.097], [1.348, 2.237, -0.226], [-1.358, 2.080, 0.005], [-0.952, 0.819, 0.255], [-1.721, -0.436, -0.724], [-1.829, -1.727, -0.426], [-1.472, 2.467, -0.999], [-1.915, 2.637, 0.740], [-1.010, 0.429, 1.262], [-2.253, -0.029, -1.581], [-1.306, -2.177, 0.409], [-2.480, -2.392, -0.983]], "multiplicity": 1, "homo_energy_ha": -0.288, "molar_mass_g_mol": 128.2, "homo_lumo_gap_ha": 0.316, "smiles": "[H]/N=C\\N(C)O.C=CC=C"}

=====

x) {"formula": "C6H12N2O", "method": "ωB97M-V/def2-TZVPD", "symbols": ["C", "C", "C", "N", "C", "C", "C", "O", "N", "H", "H", "H", "H", "H", "H", "H", "H", "H", "H", "H", "H"], "xyz": [[-0.851, -0.755, -1.031], [-0.775, -1.895, -0.007], [-1.911, 0.298, -0.687], [1.130, 0.609, -0.273], [0.513, -0.131, -1.269], [0.969, 0.760, 1.004], [0.302, 0.724, 2.150], [2.559, 1.472, 1.247], [1.037, -0.271, -2.424], [2.408, 2.415, 1.408], [2.572, 1.261, 0.197], [-1.116, -1.192, -1.995], [1.940, 0.200, -2.480], [-2.885, -0.179, -0.567], [-1.756, -2.361, 0.104], [-0.449, -1.552, 0.974], [-0.075, -2.660, -0.345], [-1.995, 1.028, -1.493], [-1.681, 0.838, 0.231], [-0.746, 0.486, 2.175], [0.810, 0.906, 3.082]], "multiplicity": 1, "homo_energy_ha": -0.299, "molar_mass_g_mol": 128.2, "homo_lumo_gap_ha": 0.315}

=====

x) takes first place; second place is 0.1184 hartree up.

=====

w) {"formula": "C6H12N2O", "method": "ωB97M-V/def2-TZVPD", "symbols": ["C", "C", "O", "C", "C", "N", "C", "C", "N", "H", "H", "H", "H", "H", "H", "H", "H", "H", "H", "H", "H"], "xyz": [[-2.444, 0.434, 0.775], [-1.139, 0.387, 0.533], [-0.396, 1.703, 0.145], [0.730, 1.999, 0.940], [-0.261, -0.710, 0.321], [-0.003, -1.618, 1.362], [0.544, -0.712, -0.809], [0.131, -0.123, -2.134], [1.664, -1.511, -0.838], [-2.941, 1.379, 0.959], [-3.043, -0.470, 0.774], [1.657, 1.714, 0.425], [0.737, 1.498, 1.920], [0.759, 3.078, 1.131], [0.921, -1.484, 1.763], [-0.663, -1.590, 2.135], [0.919, 0.531, -2.518], [-0.035, -0.928, -2.859], [-0.794, 0.450, -2.077], [1.632, -2.293, -0.189], [2.026, -1.735, -1.758]], "multiplicity": 1, "homo_energy_ha": -0.263, "molar_mass_g_mol": 128.2, "homo_lumo_gap_ha": 0.299, "smiles": "C=C(OC)/C(N)=C(\\C)N"}

=====

x) {"formula": "C6H12N2O", "method": "ωB97M-V/def2-TZVPD", "symbols": ["C", "C", "C", "C", "C", "C", "H", "H", "H", "H", "H", "H", "H", "H", "H", "H", "H", "H", "N", "N", "O"], "xyz": [[1.947, -0.189, 1.027], [1.058, 0.386, -0.072], [-0.285, 0.851, 0.323], [-2.325, 0.491, 0.152], [-1.631, -0.933, 0.185], [-0.374, -0.394, -0.549], [2.881, -1.363, -1.061], [4.472, -0.095, 0.540], [1.189, -0.884, 1.620], [2.406, 0.657, 1.986], [1.217, 0.982, -0.905], [-0.424, 0.506, 1.321], [-3.300, 0.453, -0.522], [-2.676, 0.696, 1.256], [-2.129, -1.619, -0.436], [-1.772, -1.198, 1.345], [-1.127, 1.111, -1.972], [-0.009, -0.223, -2.514], [3.095, -0.892, 0.440], [-0.819, 0.077, -1.966], [-1.393, 1.581, -0.198]], "multiplicity": 1, "homo_energy_ha": -0.317, "molar_mass_g_mol": 128.2, "homo_lumo_gap_ha": 0.299}

=====

w) takes first place; second place is 0.3901 hartree up.

=====

w) {"formula": "C4H4O2S", "method": "ωB97M-V/def2-TZVPD", "symbols": ["C", "C", "C", "C", "O", "O", "S", "H", "H", "H", "H"], "xyz": [[-1.093, 0.644, 0.088], [-0.391, -0.600, 0.117], [-0.294, 1.736, 0.224], [0.900, -0.394, -0.177], [2.420, 1.738, -0.524], [2.552, -2.334, 0.146], [1.498, 1.223, 0.430], [-2.164, 0.756, 0.065], [-0.902, -1.439, 0.226], [-0.554, 2.796, 0.310], [3.021, -1.697, -0.301]], "multiplicity": 1, "homo_energy_ha": -0.358, "molar_mass_g_mol": 116.1, "homo_lumo_gap_ha": 0.263}

=====

x) {"formula": "C4H4O2S", "method": "ωB97M-V/def2-TZVPD", "symbols": ["O", "C", "C", "O", "C", "C", "S", "H", "H", "H", "H"], "xyz": [[0.807, -0.893, 1.683], [0.641, -0.189, 0.534], [1.542, 0.571, -0.114], [0.950, 1.078, -1.235], [-0.345, 0.605, -1.278], [-0.591, -0.171, -0.195], [-2.062, -1.061, 0.093], [0.076, -1.512, 1.725], [2.584, 0.791, 0.050], [-0.938, 0.958, -2.121], [-2.665, -0.176, 0.857]], "multiplicity": 1, "homo_energy_ha": -0.321, "molar_mass_g_mol": 116.1, "homo_lumo_gap_ha": 0.344, "smiles": "Oc1cocc1S"}

=====

y) {"formula": "C4H4O2S", "method": "ωB97M-V/def2-TZVPD", "symbols": ["O", "C", "C", "C", "C", "O", "S", "H", "H", "H", "H"], "xyz": [[-2.930, 0.207, -0.067], [-1.753, 0.361, -0.016], [-0.864, -0.848, -0.095], [0.484, -0.945, 0.032], [1.473, 0.160, 0.001], [0.846, 1.370, -0.017], [3.073, -0.082, -0.066], [-1.313, 1.352, 0.095], [-1.519, -1.703, -0.041], [1.001, -1.927, 0.182], [1.503, 2.055, -0.007]], "multiplicity": 1, "homo_energy_ha": -0.352, "molar_mass_g_mol": 116.1, "homo_lumo_gap_ha": 0.305, "smiles": "O=C/C=C\\C(O)=S"}

=====

x) takes first place; second place is 0.0104 hartree up.